83
Properties=species:S:1:pos:R:3:forces:R:3 method="wB97M-V/def2-TZVPD" lumo_energy_ev="-6.58 / -6.44" multiplicity=4 energy_ha=-3832.3401 total_charge=+2 s2=3.99 e_homo_ev="-11.7 / -13.3"
Mn -0.69031 1.49842 -4.93796 -0.4 0.4 1.7
C -1.76539 1.84208 -6.53569 -0.7 -1.2 -0.6
C -1.73120 0.41271 -6.29468 -0.2 0.7 -1.2
C -0.84072 -0.54330 -7.04670 0.2 -0.2 0.0
C 0.61121 -0.01214 -7.12654 0.2 -0.6 -0.7
C 1.03460 0.79763 -5.91913 0.5 1.4 0.1
C 0.96453 2.23238 -5.71977 1.3 -1.8 -1.5
C 0.46909 3.14344 -6.81440 -0.2 0.4 0.1
C -0.84711 2.62545 -7.45882 -0.2 0.6 -0.7
C 1.10890 0.84635 -0.89950 -1.0 0.5 0.7
H -2.76194 2.28912 -6.37313 0.8 -0.1 0.1
H -2.68856 -0.03571 -5.98958 0.5 0.4 0.2
H -1.24236 -0.75700 -8.05650 0.2 0.2 0.4
H -0.85523 -1.52722 -6.54206 0.1 0.4 -0.1
H 1.26122 -0.90467 -7.17777 -0.1 0.5 -0.1
H 0.77500 0.53025 -8.07102 0.0 -0.1 0.4
H 1.82699 0.27940 -5.35938 -0.6 0.5 0.1
H 1.69061 2.65476 -5.00626 -0.5 -0.3 -0.1
H 1.23662 3.26953 -7.60065 -0.2 -0.1 0.4
H 0.31593 4.14276 -6.37388 -0.1 -0.3 -0.3
H -1.41120 3.51220 -7.78240 0.2 -0.3 0.0
H -0.62169 2.06228 -8.37604 -0.1 0.1 0.3
H 0.56071 1.69247 -1.33845 0.2 -0.3 0.5
H 2.01880 1.26623 -0.41893 -0.5 -0.5 -0.5
H 0.50064 0.30826 -0.16279 -0.1 0.4 0.0
P 1.57574 -0.26556 -2.17968 3.1 0.6 0.4
P -1.69174 -1.21356 -1.80388 -0.6 -0.4 -0.9
N 2.74102 0.77671 -2.91182 -0.8 -0.7 -0.7
N 2.46063 -1.44164 -1.40279 -0.5 0.2 -0.3
N -2.36468 0.11161 -2.83790 0.2 1.3 -1.1
N -3.02692 -2.28260 -1.60530 0.5 0.1 0.2
C 0.58978 -1.07601 -3.44590 -1.2 0.5 -0.9
C -0.68072 -1.91202 -3.17929 -0.4 -0.5 0.0
C 2.83513 2.17632 -2.84441 1.1 0.2 -0.2
C 3.99924 2.56386 -3.49016 -1.1 -1.0 0.5
C 4.60309 1.38067 -4.02845 -1.1 -0.7 0.4
C 3.79500 0.30246 -3.69274 0.8 1.3 -0.1
C 3.31494 -1.21127 -0.31542 0.4 -0.9 0.1
C 4.07748 -2.34639 -0.13447 -0.7 0.9 -0.3
C 3.70374 -3.29068 -1.14727 -0.7 0.5 -0.6
C 2.72394 -2.70899 -1.92233 0.7 -0.7 0.5
C -1.63816 1.36975 -2.94939 -2.7 0.0 0.9
C -2.55817 2.31707 -3.56724 0.3 -1.7 1.2
C -3.66821 1.55740 -4.02662 0.4 0.4 0.3
C -3.49914 0.24237 -3.60914 0.3 0.3 1.1
C -4.11399 -2.62234 -2.41951 -0.7 -0.3 0.4
C -5.09117 -3.21569 -1.63631 1.1 0.5 -0.5
C -4.57060 -3.31992 -0.30534 0.9 0.5 -0.2
C -3.31210 -2.75500 -0.30127 -0.9 -0.1 -0.3
H 1.28048 -1.69463 -4.05281 -0.1 0.7 0.2
H 0.25619 -0.21068 -4.10574 0.7 -1.0 0.6
H -1.30708 -1.86587 -4.09229 0.5 -0.3 0.3
H -0.46047 -2.97144 -2.95969 0.0 0.4 0.0
H 2.11002 2.77212 -2.31274 0.2 0.0 0.0
H 4.36696 3.57321 -3.55483 0.0 0.0 0.0
H 5.52076 1.33651 -4.58156 0.1 -0.1 -0.1
H 3.88153 -0.74884 -3.89896 0.2 -0.1 0.0
H 3.26060 -0.27043 0.21328 0.2 -0.3 0.0
H 4.82173 -2.47530 0.63630 -0.1 0.0 -0.1
H 4.10407 -4.27993 -1.30844 0.0 0.1 0.1
H 2.15656 -3.06424 -2.77093 0.2 -0.2 0.2
H -1.03487 1.61750 -2.07805 -0.1 0.1 -0.4
H -2.52330 3.39419 -3.36315 0.3 -0.4 -0.8
H -4.54202 1.93922 -4.55486 0.3 -0.2 0.2
H -4.18846 -0.57878 -3.74495 0.2 0.2 0.0
H -4.06676 -2.45594 -3.48889 -0.1 -0.1 0.3
H -6.07438 -3.52354 -1.96605 0.2 -0.1 0.0
H -5.06850 -3.76281 0.54647 0.1 0.1 -0.1
H -2.56934 -2.65994 0.47971 -0.2 0.1 -0.1
Cl -1.32008 3.02362 2.78620 -0.1 0.6 -0.1
C -1.06328 1.38174 3.15756 0.1 -1.4 -0.1
C -0.65716 1.01710 4.43067 0.0 -0.2 0.0
C -0.39484 -0.32963 4.73858 -0.2 0.3 -0.2
C -0.50127 -1.30602 3.73989 0.0 -0.2 -0.2
C -0.92967 -0.97322 2.46700 -0.3 0.5 0.2
C -1.32070 0.37821 2.14193 0.6 -0.1 0.8
C -1.95606 0.67274 0.94538 -0.4 0.0 -0.4
H -0.56980 1.78125 5.19916 0.1 -0.1 -0.2
H -0.11514 -0.61202 5.75205 0.0 0.1 -0.3
H -0.26559 -2.34591 3.97250 0.0 0.3 -0.1
H -1.02829 -1.73324 1.68373 0.0 0.2 0.4
H -2.34514 -0.14900 0.33244 0.2 0.6 0.4
H -2.25287 1.69008 0.69997 0.0 -0.3 0.1